Entry 1:
Entry from the Open Molecules 2025 dataset: C6H9N in the gas phase (ωB97M-V/def2-TZVPD).

XYZ file:
```
16
Properties=species:S:1:pos:R:3:forces:R:3:lowdin_charge:R:1
C 1.59766 -0.68253 0.84357 -0.11 -0.01 0.00 -0.039
C 0.39161 -0.17427 0.08968 0.12 -0.48 -0.27 -0.372
C 0.56693 0.80217 -1.02045 0.17 -0.15 -0.31 -0.072
C -0.32849 1.23264 0.07326 0.48 -0.69 0.41 -0.107
C -1.70072 0.51424 0.03182 -0.11 0.07 0.39 -0.194
N -1.84715 -0.58952 -0.91281 -0.05 0.00 -0.27 0.064
C -1.01752 -0.78512 0.23304 -0.04 -0.60 0.06 -0.216
H 1.39271 -1.03503 1.86172 -0.13 0.14 -0.14 0.075
H 2.42139 0.04231 0.89605 -0.31 -0.02 -0.03 0.080
H 1.97593 -1.54164 0.27277 0.06 0.07 0.21 0.082
H 1.52140 1.31460 -1.06764 0.06 -0.31 -0.01 0.113
H 0.15688 0.56185 -1.99377 -0.06 0.44 -0.06 0.100
H 0.07000 1.47113 1.04055 -0.29 1.75 0.12 0.133
H -2.62851 0.91034 0.43196 0.31 -0.04 0.09 0.127
H -1.32501 -0.52886 -1.78215 -0.13 0.09 0.11 0.086
H -1.24711 -1.51233 1.00241 0.03 -0.26 -0.27 0.138
```
Positions in Å, forces in eV/Å.

Results
SMILES   C[C@]12C[C@H]1[C@H]1N[C@H]12

Entry 2:
Entry from the Open Molecules 2025 dataset: a 2-piece molecular cluster, C3H5ClSi overall (ωB97M-V/def2-TZVPD).

XYZ file:
```
10
Properties=species:S:1:pos:R:3:forces:R:3:lowdin_charge:R:1
C -3.04857 -1.01445 -0.48581 3.17 -3.77 0.90 -0.004
C -3.49627 -0.00241 -0.81397 -3.20 3.79 -0.89 -0.004
C 1.96770 -0.19096 0.70676 -0.12 2.17 -2.21 -0.845
Si 1.50954 1.50958 -0.34381 0.89 -1.07 0.61 0.667
Cl 3.36054 -0.76632 -0.29536 -0.51 0.00 -0.33 0.406
H -2.25726 -1.66769 -0.39594 0.75 -1.58 0.48 0.002
H 1.11261 -0.83254 0.68169 0.08 -0.82 0.37 -0.017
H 2.45255 0.08088 1.59277 -0.05 -0.10 1.68 -0.033
H -4.31326 0.62110 -0.90779 -0.71 1.56 -0.50 0.006
H 2.71242 2.26282 0.26146 -0.30 -0.18 -0.13 -0.179
```
Positions in Å, forces in eV/Å.

Entry 3:
Entry from the Open Molecules 2025 dataset: C37H29BrN3O2PPt as an isolated structure (ωB97M-V/def2-TZVPD).

XYZ file:
```
74
Properties=species:S:1:pos:R:3:forces:R:3:lowdin_spin:R:1
Pt -0.19850 -0.17586 0.46531 0.08 0.07 0.06 1.309
N -2.97637 -1.20058 -0.33747 -0.04 -0.06 0.00 0.021
P -1.82222 -0.31695 -1.21410 0.04 0.03 -0.02 0.164
C -2.64284 1.15450 -1.81817 -0.03 -0.04 0.00 0.030
C -2.18590 2.41123 -1.43334 0.03 0.02 0.02 0.005
C -2.83922 3.55071 -1.88039 0.00 0.01 -0.01 0.000
C -3.94761 3.43196 -2.70492 0.00 0.00 0.00 0.000
C -4.40155 2.17789 -3.09981 0.00 -0.01 -0.01 0.002
C -3.74774 1.03865 -2.66571 0.01 0.03 0.00 0.007
C -1.42234 -1.32219 -2.64589 0.01 0.04 -0.03 0.018
C -1.00556 -0.70181 -3.82424 -0.01 -0.02 0.03 0.016
C -0.61851 -1.47329 -4.90794 0.00 -0.01 -0.01 -0.002
C -0.64671 -2.85912 -4.82006 0.01 0.01 -0.02 0.018
C -1.05314 -3.47841 -3.64532 -0.01 0.00 0.02 -0.002
C -1.43209 -2.71269 -2.55364 0.00 -0.01 0.00 0.016
C -2.71865 -1.75978 0.89908 -0.01 0.02 0.00 0.011
C -3.67201 -2.53784 1.55870 0.00 -0.01 0.01 0.002
C -3.35634 -3.06752 2.78825 0.00 0.00 0.01 0.000
C -2.10222 -2.82553 3.35125 -0.01 0.01 -0.02 0.004
C -1.21508 -2.05157 2.64929 0.00 -0.01 0.03 0.017
N -1.51904 -1.52636 1.44413 -0.01 -0.03 0.01 0.097
H -3.87750 -1.41413 -0.74087 0.00 0.02 0.00 0.003
H -1.30832 2.50045 -0.80327 0.00 -0.01 0.00 0.002
H -2.48104 4.52877 -1.58924 0.00 0.00 0.00 0.000
H -4.45773 4.32065 -3.05137 0.00 0.00 0.00 0.000
H -5.25920 2.09129 -3.75287 0.00 0.01 0.00 0.000
H -4.08563 0.06429 -3.00102 -0.01 0.00 0.00 0.000
H -0.99775 0.37869 -3.90000 0.00 0.00 -0.01 0.001
H -0.30821 -0.99325 -5.82599 0.00 0.00 0.00 0.000
H -0.36248 -3.45804 -5.67513 0.00 0.00 0.00 0.001
H -1.08984 -4.55822 -3.58506 0.00 0.00 0.00 0.000
H -1.74674 -3.19745 -1.63724 0.00 0.00 0.00 0.001
H -4.63724 -2.71023 1.10287 0.00 0.00 -0.01 0.001
H -4.08395 -3.67054 3.31476 0.00 0.00 0.00 0.000
H -1.82644 -3.22942 4.31344 0.00 0.00 0.00 0.001
H -0.22349 -1.82549 3.01732 0.00 0.00 0.00 0.005
N 1.05035 1.43751 0.41376 -0.07 -0.04 0.00 0.735
C 1.26975 2.40188 1.19619 0.03 0.01 -0.01 0.108
C 2.19862 3.50258 0.88638 0.00 -0.02 -0.01 0.032
C 2.11320 4.70323 1.58782 -0.01 0.00 0.00 0.000
C 2.97039 5.74481 1.27059 0.01 0.01 0.00 0.003
C 3.91065 5.58675 0.26298 0.00 0.00 -0.01 -0.003
C 3.99813 4.38804 -0.43777 -0.01 0.01 0.01 0.001
C 3.14351 3.34700 -0.13041 0.01 0.00 0.00 0.005
C 0.52711 2.31867 2.49361 0.01 0.01 -0.01 0.070
C -0.85496 2.12813 2.47995 -0.02 -0.01 0.01 0.039
C -1.53987 1.95792 3.67619 0.01 0.01 -0.02 0.009
C -0.84439 1.96895 4.87545 0.01 0.00 0.01 0.007
C 0.53304 2.16202 4.88584 0.00 0.00 0.00 0.015
C 1.22360 2.34054 3.69837 -0.01 0.00 -0.01 0.007
H 1.37441 4.82679 2.36878 0.00 0.00 0.00 0.000
H 2.90441 6.67950 1.81010 0.00 0.00 0.00 0.000
H 4.58163 6.40021 0.02161 0.00 0.00 0.00 0.000
H 4.73655 4.27029 -1.21885 0.00 0.00 0.00 0.000
H 3.20889 2.40619 -0.66203 0.00 0.00 0.00 0.004
H -1.40239 2.17660 1.54365 0.01 0.00 0.00 0.009
H -2.61502 1.83685 3.67010 0.00 0.00 0.00 0.000
H -1.37650 1.84221 5.80863 0.00 0.00 0.00 0.000
H 1.07032 2.17712 5.82438 0.00 0.00 0.00 0.001
H 2.29582 2.48826 3.70191 0.00 0.00 0.00 0.000
Br 5.82729 -6.36235 -1.38041 0.03 -0.03 -0.01 0.253
C 4.63083 -5.10960 -0.82860 -0.02 0.02 0.00 0.216
C 3.60269 -4.69304 -1.72256 -0.02 0.03 0.03 0.083
C 2.71021 -3.75142 -1.30388 0.01 -0.03 -0.06 0.034
C 2.81890 -3.21175 -0.00219 -0.02 0.03 0.02 0.247
C 3.83914 -3.63189 0.88203 0.01 0.00 0.03 0.035
C 4.74359 -4.56926 0.48267 -0.02 0.02 0.01 0.075
C 1.83257 -2.16257 0.48053 0.02 -0.04 0.03 0.035
O 1.88789 -1.80215 1.65167 -0.05 0.02 -0.13 0.059
O 1.02213 -1.75708 -0.42029 0.05 -0.04 0.05 0.176
H 3.55273 -5.12757 -2.71103 0.01 -0.01 0.00 0.001
H 1.91546 -3.39837 -1.94718 0.00 0.00 0.00 -0.001
H 3.87141 -3.18812 1.86763 0.01 0.00 0.00 -0.001
H 5.53709 -4.90972 1.13303 0.01 -0.01 -0.01 0.000
```
Positions in Å, forces in eV/Å.

Results
Multiplicity   5
Net charge   +2

Entry 4:
Entry from the Open Molecules 2025 dataset: a 2-piece molecular cluster, C23H22O6S2 overall (ωB97M-V/def2-TZVPD).

XYZ file:
```
53
Properties=species:S:1:pos:R:3:forces:R:3:lowdin_charge:R:1
C 1.50098 4.51112 3.18620 0.15 0.63 -0.32 -0.076
O 1.12157 3.38589 3.94265 -0.11 -2.31 -0.77 -0.045
C 1.18186 2.18305 3.26190 0.16 0.50 0.64 -0.193
C 0.94927 1.00471 3.99750 -0.02 0.61 0.34 0.030
C 1.07922 -0.22679 3.42854 0.15 0.00 -0.25 0.019
C 1.46308 -0.37209 2.07121 -0.07 -0.15 -0.29 -0.194
C 1.68586 -1.66476 1.55759 0.08 0.45 -0.36 0.114
C 2.25736 -2.06010 0.31660 0.05 0.18 0.18 -0.192
C 2.12911 -3.40253 -0.08925 -0.05 -0.02 0.06 0.013
C 2.58595 -3.82004 -1.31471 -0.18 -0.13 0.16 -0.017
C 3.20596 -2.93789 -2.19202 -0.03 0.07 -0.07 -0.238
C 3.63874 -3.40986 -3.54136 0.07 0.14 -0.29 -0.032
C 3.41269 -1.62657 -1.76999 -0.06 0.05 0.05 -0.005
C 2.97079 -1.19767 -0.54086 0.15 0.02 0.00 -0.014
C 1.57984 0.81575 1.30839 -0.08 -0.30 0.17 0.003
C 1.46845 2.04597 1.88839 0.01 0.74 0.28 0.008
H 1.40990 5.40430 3.80598 -0.06 -0.31 0.09 0.103
H 2.53849 4.41002 2.86458 0.01 0.08 -0.08 0.106
H 0.84227 4.61260 2.32433 0.03 0.18 -0.09 0.093
H 0.71064 1.10347 5.04010 -0.09 0.01 0.27 0.129
H 0.92406 -1.11334 4.01947 0.04 -0.13 0.19 0.129
H 1.36184 -2.47142 2.19174 -0.03 -0.30 0.24 0.131
H 1.64457 -4.09863 0.57451 -0.11 -0.17 0.10 0.123
H 2.45078 -4.84340 -1.61973 -0.03 -0.24 0.01 0.122
H 3.95046 -2.58188 -4.17946 0.03 -0.03 0.10 0.082
H 4.47319 -4.10954 -3.46805 -0.01 -0.01 0.06 0.098
H 2.82154 -3.92412 -4.04997 0.01 -0.05 0.07 0.090
H 3.92978 -0.93961 -2.41792 0.17 0.13 -0.09 0.120
H 3.23820 -0.21163 -0.20685 0.07 0.08 -0.04 0.092
H 1.69102 0.74933 0.24066 0.05 0.12 -0.05 0.110
H 1.61114 2.92111 1.28121 -0.06 0.12 -0.16 0.108
C 5.20050 -0.25450 2.06450 -0.08 -0.42 0.19 -0.104
O 6.54797 -0.43765 2.46286 0.51 -0.30 0.84 -0.191
C 6.72318 -1.36694 3.49021 0.95 -0.34 0.50 -0.490
S 7.26539 -3.04997 3.17917 -0.91 1.85 -0.04 0.776
O 6.01594 -3.86233 2.96048 2.85 0.45 -0.29 -0.383
O 8.49509 -3.16553 2.32271 -2.91 -0.24 1.14 -0.359
C 7.84291 -3.28543 4.86112 -0.37 -0.42 -0.74 -0.273
C 7.44507 -2.36777 5.79649 -0.81 0.43 0.24 -0.270
C 7.86106 -2.47790 7.10235 -0.15 0.40 0.23 -0.049
C 8.68518 -3.52344 7.46392 0.07 -0.05 0.19 -0.073
C 9.08510 -4.44665 6.51998 0.12 -0.19 0.08 -0.073
C 8.66307 -4.32949 5.21218 0.15 -0.23 -0.37 -0.049
S 6.38681 -1.03522 5.22534 0.17 0.21 -2.26 0.772
O 7.02178 0.22827 5.73659 -2.05 -2.22 -0.72 -0.361
O 4.93847 -1.37504 5.44459 2.39 1.26 0.74 -0.384
H 5.16050 0.55338 1.33117 0.13 0.04 0.00 0.085
H 4.85342 -1.18884 1.61772 -0.29 0.00 -0.05 0.081
H 4.59206 -0.00446 2.93705 -0.19 0.02 -0.09 0.082
H 7.56334 -1.72996 7.81930 -0.06 0.10 0.12 0.120
H 9.02327 -3.61492 8.48224 0.06 0.01 0.19 0.104
H 9.73405 -5.25788 6.80110 0.14 -0.16 0.05 0.104
H 8.98926 -5.02217 4.45311 0.04 -0.13 -0.09 0.120
```
Positions in Å, forces in eV/Å.

Entry 5:
Entry from the Open Molecules 2025 dataset: C5H7NaO4 as an isolated structure (ωB97M-V/def2-TZVPD).

XYZ file:
```
17
Properties=species:S:1:pos:R:3:forces:R:3:lowdin_spin:R:1
H 1.07143 -0.23514 2.18066 -1.17 1.67 0.24 0.002
Na -2.14579 0.22687 2.01379 0.07 -0.14 -0.28 0.008
O -0.28850 -0.76343 0.86848 -0.97 -3.75 -2.92 0.064
O 1.70563 0.53890 0.54285 0.83 -1.07 -0.10 0.001
C 1.40713 1.04526 -0.74399 -0.74 -1.48 -0.35 0.000
C -0.00055 1.59535 -0.63320 -0.52 2.13 2.23 0.000
O -0.26192 1.32444 1.12448 0.37 2.57 -1.55 0.004
C 0.57555 0.23344 1.28027 1.37 0.41 -1.96 0.010
H 2.15129 1.80637 -1.00043 -0.36 -0.14 0.13 0.000
H 1.45312 0.21676 -1.46550 0.16 0.28 -0.03 0.000
H -0.99154 1.45476 -1.07344 0.49 -1.87 0.01 0.000
H 0.08268 2.64677 -0.95038 0.02 0.33 1.55 0.000
H -0.35193 -1.55024 -1.56440 0.22 1.68 0.41 0.005
O -2.63484 -2.05994 0.44351 -0.34 0.30 0.34 0.273
C -0.40788 -1.70815 -0.47540 0.30 -0.84 2.60 0.114
C -1.74980 -2.32775 -0.26987 0.74 -0.15 -0.31 0.516
H 0.38592 -2.44428 -0.27744 -0.46 0.07 0.00 0.001
```
Positions in Å, forces in eV/Å.

Results
Multiplicity   2
Net charge   +1

Values of ΔE to the lowest compared entry with this formula, charge and spin, in order: 426.7; 417.7; 0.0; 255.1; 444.1, all in kJ/mol.